Entry 1:
27
Properties=species:S:1:pos:R:3:forces:R:3 method="wB97M-V/def2-TZVPD" e_above_lowest_kj_mol=841.18 homo_lumo_gap_ev="7.106 / 7.850" total_energy_ha=-482.59479 charge=0
C 1.473382 -3.116057 -1.917414 -0.288 -0.370 -0.797
C 2.380480 -1.924822 -1.669841 0.653 0.715 0.363
C 0.122412 1.091631 -0.758175 0.423 0.038 -0.321
C -0.652060 1.346345 0.540733 -0.033 0.030 0.369
C -0.550867 -0.201156 -0.879600 2.027 -1.529 0.116
C 0.825326 1.194428 0.585116 -0.225 0.044 -0.046
C 1.277107 -1.926008 -0.687015 -1.617 1.935 -0.407
C -1.359045 -0.012843 0.389765 -0.219 -0.138 0.328
C 1.670375 2.413787 0.850584 -0.199 -0.145 -0.057
C -1.196335 -1.015507 1.521311 0.049 0.156 -0.204
C -2.832817 0.151666 0.023242 0.312 0.130 -0.022
N 0.902334 -3.220685 -0.735988 -0.277 -0.865 0.775
H 3.333135 -2.253076 -1.267995 -0.058 -0.090 -0.014
H 2.481429 -1.119264 -2.391373 -0.068 -0.035 -0.035
H 0.388844 1.749233 -1.570159 -0.024 0.163 -0.026
H -1.154087 2.256919 0.825982 -0.039 0.173 0.064
H -0.936397 -0.622850 -1.792262 -0.139 -0.090 -0.167
H 1.235598 0.271806 0.977558 -0.056 -0.129 -0.040
H 2.708065 2.220408 0.595407 0.140 0.025 -0.052
H 1.620969 2.686907 1.902340 0.039 0.047 0.102
H 1.325148 3.259664 0.264142 -0.050 0.193 -0.072
H -1.556575 -1.989709 1.203442 -0.050 -0.163 0.009
H -1.764345 -0.693280 2.391791 -0.087 0.014 0.101
H -0.154234 -1.123506 1.804291 0.100 -0.056 0.040
H -3.401632 0.497680 0.881711 -0.111 0.045 0.142
H -3.239547 -0.797657 -0.307142 -0.126 -0.191 -0.055
H -2.946663 0.875944 -0.780452 -0.077 0.091 -0.095



Entry 2:
27
Properties=species:S:1:pos:R:3:forces:R:3 method="wB97M-V/def2-TZVPD" e_above_lowest_kj_mol=51.65 homo_lumo_gap_ev=8.728 total_energy_ha=-482.89550 charge=0
C -0.682121 -0.264846 3.061732 -1.033 -1.030 0.126
C -0.515396 0.734442 1.975209 0.603 0.775 0.839
C 0.165743 1.904929 2.149665 -0.213 0.079 0.024
N 0.292598 2.571546 0.956813 0.160 0.578 0.199
C -0.327334 1.854404 -0.030008 0.176 -0.490 0.246
C -0.285143 1.973364 -1.419655 -0.335 0.727 -0.090
C -0.943655 1.038790 -2.181641 -0.091 -0.744 0.126
C -1.651527 -0.019395 -1.566744 0.437 0.203 -0.084
C -1.573943 -0.189306 -0.209384 0.202 -0.720 0.838
C -0.871712 0.711965 0.598205 -0.181 -0.047 -1.010
H -0.233506 -1.232651 2.805606 0.243 0.218 0.044
H -1.731242 -0.531291 3.252867 -0.022 0.218 -0.207
H -0.314350 0.048694 4.039767 0.311 0.206 -0.276
H 0.512196 2.376844 3.056481 0.163 -0.203 0.010
H 0.711986 3.481873 0.896528 -0.032 -0.063 -0.294
H 0.161736 2.845211 -1.884285 0.280 -0.168 -0.010
H -0.801822 0.989052 -3.254077 -0.318 0.451 -0.050
H -2.184211 -0.738487 -2.168877 0.048 -0.106 -0.112
H -1.902319 -1.100527 0.287961 -0.433 0.106 -0.322
C 1.463046 -1.676853 -0.617186 1.348 0.053 -0.134
C 1.467657 -2.407298 -1.968526 0.384 -1.077 0.211
H 1.355496 -0.601083 -0.746604 -0.640 -0.050 0.154
H 0.844020 -2.087790 0.173422 -0.467 0.121 -0.225
H 2.486370 -1.759556 -0.223386 -0.163 -0.019 0.084
H 0.735892 -3.207311 -2.126679 -0.370 0.443 0.323
H 2.407085 -2.970431 -2.038890 -0.014 0.258 -0.237
H 1.414459 -1.744288 -2.818314 -0.046 0.281 -0.172



Entry 3:
27
Properties=species:S:1:pos:R:3:forces:R:3 method="wB97M-V/def2-TZVPD" e_above_lowest_kj_mol=209.87 homo_lumo_gap_ev=8.623 total_energy_ha=-482.83524 charge=0
C 3.146976 0.138304 2.573095 -0.714 1.334 -1.322
C 2.244567 -0.336923 1.467682 -1.214 -1.997 0.531
C 1.515145 -1.562590 1.377008 -0.269 5.317 -2.238
N 0.489003 -1.367679 0.400533 0.861 -0.505 1.227
C 0.592247 -0.088503 -0.085283 1.263 0.158 -0.095
C -0.120482 0.479015 -1.121624 -1.484 -0.155 -0.534
C 0.311555 1.609317 -1.729086 1.659 1.660 0.491
C 1.605262 2.148137 -1.297206 -1.620 1.239 -0.970
C 2.291058 1.698752 -0.154116 -2.280 0.449 -1.846
C 1.727939 0.590479 0.489333 -0.786 -2.411 -0.194
H 3.499821 -0.560050 3.250229 0.681 -1.984 0.973
H 2.470306 0.760001 3.216723 1.109 0.300 -0.684
H 4.042601 0.611540 2.109439 -0.745 0.364 0.720
H 1.780960 -2.493462 1.689265 0.297 -2.316 1.275
H -0.213117 -2.072003 0.134381 0.757 0.879 0.199
H -1.060959 0.084054 -1.462663 -0.171 -0.431 0.090
H -0.355703 2.191430 -2.439271 1.245 -1.001 0.716
H 1.828033 3.057305 -1.933418 0.588 -1.026 1.302
H 3.135661 2.230888 0.190946 0.878 0.227 0.357
C -3.197199 -1.554486 -0.974570 -3.210 -0.922 -0.847
C -3.959696 -0.171956 -0.717976 1.009 -3.099 3.338
H -4.082158 -2.108259 -1.523138 2.181 0.304 0.822
H -2.366101 -1.484580 -1.678076 -0.097 -0.076 0.224
H -2.952169 -2.217048 -0.072736 -0.245 1.392 -1.120
H -3.466101 0.654345 -1.044176 1.552 2.267 -1.308
H -3.943738 -0.068021 0.396525 -0.478 0.192 -0.786
H -4.963700 -0.168005 -1.061831 -0.769 -0.158 -0.323



Repeat the first record exactly.
27
Properties=species:S:1:pos:R:3:forces:R:3 method="wB97M-V/def2-TZVPD" e_above_lowest_kj_mol=841.18 homo_lumo_gap_ev="7.106 / 7.850" total_energy_ha=-482.59479 charge=0
C 1.473382 -3.116057 -1.917414 -0.288 -0.370 -0.797
C 2.380480 -1.924822 -1.669841 0.653 0.715 0.363
C 0.122412 1.091631 -0.758175 0.423 0.038 -0.321
C -0.652060 1.346345 0.540733 -0.033 0.030 0.369
C -0.550867 -0.201156 -0.879600 2.027 -1.529 0.116
C 0.825326 1.194428 0.585116 -0.225 0.044 -0.046
C 1.277107 -1.926008 -0.687015 -1.617 1.935 -0.407
C -1.359045 -0.012843 0.389765 -0.219 -0.138 0.328
C 1.670375 2.413787 0.850584 -0.199 -0.145 -0.057
C -1.196335 -1.015507 1.521311 0.049 0.156 -0.204
C -2.832817 0.151666 0.023242 0.312 0.130 -0.022
N 0.902334 -3.220685 -0.735988 -0.277 -0.865 0.775
H 3.333135 -2.253076 -1.267995 -0.058 -0.090 -0.014
H 2.481429 -1.119264 -2.391373 -0.068 -0.035 -0.035
H 0.388844 1.749233 -1.570159 -0.024 0.163 -0.026
H -1.154087 2.256919 0.825982 -0.039 0.173 0.064
H -0.936397 -0.622850 -1.792262 -0.139 -0.090 -0.167
H 1.235598 0.271806 0.977558 -0.056 -0.129 -0.040
H 2.708065 2.220408 0.595407 0.140 0.025 -0.052
H 1.620969 2.686907 1.902340 0.039 0.047 0.102
H 1.325148 3.259664 0.264142 -0.050 0.193 -0.072
H -1.556575 -1.989709 1.203442 -0.050 -0.163 0.009
H -1.764345 -0.693280 2.391791 -0.087 0.014 0.101
H -0.154234 -1.123506 1.804291 0.100 -0.056 0.040
H -3.401632 0.497680 0.881711 -0.111 0.045 0.142
H -3.239547 -0.797657 -0.307142 -0.126 -0.191 -0.055
H -2.946663 0.875944 -0.780452 -0.077 0.091 -0.095